(1)
Formula: C55H58F8PSi
Source: the OMol25 dataset
Level of theory: ωB97M-V/def2-TZVPD

Structure (XYZ):
```
123
C55H58F8PSi ωB97M-V/def2-TZVPD
C 3.31832 4.04932 1.50822
C 3.23962 5.51255 1.08144
P 1.88917 5.89835 -0.18889
C 1.11993 7.37897 0.70448
C 0.82750 4.49433 -0.15761
Si -0.42458 4.22293 1.12213
C -2.16613 4.69520 0.51366
C -0.57116 2.36783 1.52682
C -0.06065 5.04048 2.79669
H 2.48719 3.76266 2.15338
H 4.25636 3.85523 2.04476
H 3.31734 3.40959 0.62576
H 4.18362 5.75214 0.58559
H 3.17222 6.18204 1.94825
H 0.03325 7.34992 0.60239
H 1.37465 7.42735 1.77004
H 1.48688 8.29973 0.23726
H 0.30118 4.50131 -1.12179
H -2.33173 5.77561 0.49629
H -2.21515 4.35055 -0.52518
H -2.98686 4.20803 1.05220
H 0.38879 2.06101 1.95574
H -0.74757 1.79382 0.61452
H -1.33963 2.13560 2.27667
H -0.44541 6.05933 2.87288
H -0.51058 4.45747 3.60976
H 1.01625 5.06593 2.97918
F 6.02583 4.47642 6.04815
C 5.48459 3.27966 5.72714
C 4.27697 3.24970 5.06191
C 3.73170 2.01562 4.73746
C 4.39411 0.84463 5.08041
C 5.60826 0.90653 5.75030
C 6.16803 2.13308 6.08032
H 3.77657 4.17252 4.80079
H 2.78947 1.97523 4.20693
H 3.96427 -0.11387 4.82171
H 6.12725 -0.00488 6.01886
H 7.11518 2.20909 6.59687
F 4.81762 7.94224 -0.25728
C 5.29593 8.58667 0.81451
C 6.64870 8.52652 1.08820
C 7.12793 9.19642 2.20523
C 6.26197 9.90313 3.02801
C 4.90552 9.93993 2.73071
C 4.40917 9.28058 1.61630
H 7.30009 7.96034 0.43661
H 8.18545 9.16071 2.43451
H 6.64144 10.41774 3.90102
H 4.22375 10.48050 3.37485
H 3.35718 9.28343 1.36430
F -0.20052 -1.30532 2.54000
C -0.38216 -1.74764 1.27868
C -1.54135 -1.40641 0.61160
C -1.72090 -1.87011 -0.68384
C -0.75210 -2.66139 -1.28616
C 0.40387 -2.98741 -0.59061
C 0.60077 -2.52843 0.70419
H -2.28038 -0.78615 1.09993
H -2.61568 -1.60300 -1.22358
H -0.89928 -3.01629 -2.29792
H 1.16606 -3.60037 -1.05509
H 1.49533 -2.76050 1.26075
F -7.10315 1.96068 1.49604
C -6.55947 2.65158 2.52466
C -5.19708 2.58007 2.72755
C -4.65215 3.29307 3.78598
C -5.46503 4.05476 4.61409
C -6.83278 4.10542 4.38387
C -7.39494 3.40015 3.32864
H -4.58016 1.98400 2.06898
H -3.58333 3.25483 3.95205
H -5.03112 4.60985 5.43484
H -7.47027 4.69819 5.02733
H -8.45643 3.42704 3.12370
F -3.84306 -2.48584 -2.93608
C -5.12343 -2.91485 -2.93745
C -6.07511 -2.14899 -2.29484
C -7.38896 -2.59553 -2.30046
C -7.72511 -3.78400 -2.93449
C -6.74369 -4.53328 -3.57016
C -5.42587 -4.09916 -3.57743
H -5.78635 -1.22876 -1.80566
H -8.15085 -2.00763 -1.80550
H -8.75167 -4.12606 -2.93352
H -6.99965 -5.46020 -4.05983
H -4.64413 -4.66193 -4.06906
F -6.21294 -6.62903 -5.88605
C -6.73761 -7.81839 -6.25315
C -7.98324 -7.83453 -6.84665
C -8.51637 -9.06023 -7.21985
C -7.80947 -10.23325 -6.99426
C -6.55934 -10.18224 -6.39297
C -6.00836 -8.96553 -6.01652
H -8.51374 -6.90616 -7.00775
H -9.49029 -9.09546 -7.69017
H -8.23204 -11.18515 -7.28622
H -6.00622 -11.09463 -6.21269
H -5.03553 -8.89774 -5.54955
F 3.23928 -4.15044 0.60782
C 3.19166 -5.49635 0.67034
C 2.72615 -6.09541 1.82302
C 2.67610 -7.48175 1.86545
C 3.08722 -8.23711 0.77548
C 3.54983 -7.60297 -0.36989
C 3.60253 -6.21813 -0.43144
H 2.41198 -5.48478 2.65830
H 2.31056 -7.97255 2.75804
H 3.04611 -9.31730 0.81876
H 3.87477 -8.18566 -1.22235
H 3.95899 -5.69806 -1.30769
F 5.96073 -5.65600 -2.88885
C 5.39008 -4.89859 -3.85406
C 6.18767 -4.03847 -4.58002
C 5.59164 -3.26638 -5.56710
C 4.22806 -3.36022 -5.80978
C 3.45206 -4.23364 -5.06109
C 4.03287 -5.01468 -4.07179
H 7.24589 -3.97711 -4.36704
H 6.19888 -2.58351 -6.14649
H 3.77071 -2.74893 -6.57568
H 2.38724 -4.30458 -5.23906
H 3.44451 -5.70464 -3.48267
```

Calculated values
Net charge = -1
E = -96882.2902 eV
Kohn-Sham gap = 4.445 eV
HOMO level = -2.691 eV

Mulliken population analysis, charges in e, atoms 1 to 5: -0.87, -0.48, -0.15, -1.11, -0.63

(2)
Formula: C55H63CrN5
Source: the OMol25 dataset
Level of theory: ωB97M-V/def2-TZVPD

Structure (XYZ):
```
124
C55H63CrN5 ωB97M-V/def2-TZVPD
Cr 0.23701 0.56490 -0.32255
C 2.48352 1.06746 5.40560
C 2.78487 2.21207 4.43346
C 2.66485 1.77525 3.00912
C 3.64534 1.34624 2.17220
C 5.11547 1.25130 2.43286
C 5.57432 -0.17089 2.76363
C 2.98519 0.92728 0.94711
N 1.65279 1.11938 1.05461
C 1.41231 1.63452 2.28558
C 0.16603 1.98461 2.77763
C -1.05657 1.85845 2.12223
C -2.34241 2.23578 2.67419
C -2.56703 2.77533 4.05139
C -2.60742 1.66148 5.10148
C -3.27304 1.93181 1.72773
C -2.55020 1.36164 0.60920
C -3.14293 0.82707 -0.52935
C -2.50956 0.17875 -1.57725
N -1.17182 0.00178 -1.69996
C -0.95228 -0.65224 -2.85932
C 0.29941 -1.00531 -3.35401
C 1.52301 -0.78810 -2.73836
N 1.69975 -0.20304 -1.52925
C 3.03105 -0.16515 -1.28430
C 3.62953 0.36496 -0.14909
C 3.75008 -0.77980 -2.38712
C 2.81300 -1.16374 -3.29275
C 3.01558 -1.89287 -4.58288
C 2.86407 -3.40829 -4.42912
C 5.23001 -0.99084 -2.43309
C 5.68147 -2.16900 -1.56480
C -2.21847 -0.93276 -3.51514
C -3.18851 -0.41941 -2.71352
C -4.67342 -0.52103 -2.85877
C -5.25854 -1.62757 -1.97519
C -2.37159 -1.71765 -4.77890
C -2.25794 -3.22655 -4.54591
N -1.22519 1.34438 0.88319
C -4.75294 2.14718 1.77800
C -5.18797 3.38280 0.98594
H 2.53839 1.40092 6.44426
H 3.19178 0.24904 5.26705
H 1.48623 0.66413 5.22312
H 3.79180 2.59519 4.61807
H 2.10182 3.04362 4.62729
H 5.37817 1.91797 3.25812
H 5.66614 1.61573 1.56036
H 5.04473 -0.55576 3.63654
H 6.64752 -0.20307 2.96551
H 5.36109 -0.84597 1.93400
H 0.13820 2.40019 3.77787
H -3.50365 3.33828 4.07637
H -1.77840 3.48893 4.30432
H -3.42913 0.97265 4.89681
H -2.73803 2.06463 6.10819
H -1.68415 1.08028 5.07962
H -4.22274 0.89642 -0.58742
H 0.31895 -1.50045 -4.31732
H 4.71036 0.31228 -0.10129
H 4.00677 -1.66209 -4.98202
H 2.29875 -1.53142 -5.32462
H 3.61205 -3.80180 -3.73907
H 2.97901 -3.91933 -5.38753
H 1.88192 -3.65488 -4.02262
H 5.74271 -0.08197 -2.10517
H 5.54127 -1.16147 -3.46684
H 5.39833 -2.01177 -0.52288
H 6.76421 -2.30435 -1.61027
H 5.20502 -3.09371 -1.89383
H -4.92890 -0.71458 -3.90371
H -5.13883 0.43537 -2.60263
H -4.82661 -2.59449 -2.23876
H -6.34332 -1.69266 -2.08636
H -5.02633 -1.45047 -0.92389
H -1.61405 -1.40279 -5.50247
H -3.33919 -1.49162 -5.23408
H -1.29979 -3.47351 -4.08642
H -2.34569 -3.78169 -5.48256
H -3.04173 -3.56913 -3.86839
H -5.07211 2.24902 2.81863
H -5.26765 1.26354 1.38852
H -4.70647 4.27787 1.38328
H -6.27023 3.52390 1.02968
H -4.89280 3.29313 -0.06040
N 0.00925 -1.12638 0.64659
C -0.20692 -2.06573 1.43100
C 0.90185 -2.79689 2.15530
C 2.20979 -2.65071 1.69328
C 3.26213 -3.25936 2.35468
C 3.02932 -4.01297 3.50107
C 1.73378 -4.15806 3.97222
C 0.67555 -3.55959 3.29830
C -1.62427 -2.51374 1.72624
C -2.55004 -1.57962 2.18144
C -3.88065 -1.92855 2.35560
C -4.30812 -3.21843 2.06533
C -3.39150 -4.15729 1.61139
C -2.05646 -3.80829 1.45326
H 2.36749 -2.04262 0.80946
H 4.27255 -3.14667 1.97985
H 3.85515 -4.48266 4.02242
H 1.54394 -4.73817 4.86785
H -0.33513 -3.67647 3.66956
H -2.21659 -0.56791 2.37874
H -4.58819 -1.18731 2.71082
H -5.34997 -3.48954 2.18810
H -3.71876 -5.16341 1.37615
H -1.34003 -4.54290 1.10181
C -1.70757 4.85784 -2.70638
C -0.30755 4.33521 -3.05889
C -0.33230 3.74650 -4.47684
C 0.69668 5.49416 -3.00675
C 0.06987 3.28135 -2.10519
C 0.33387 2.37338 -1.33818
H -2.02100 5.63122 -3.41542
H -1.71343 5.27912 -1.70004
H -2.43040 4.04088 -2.73169
H -0.63130 4.50719 -5.20548
H -1.03550 2.91357 -4.52575
H 0.65439 3.36768 -4.74721
H 0.41601 6.27953 -3.71575
H 1.69790 5.13912 -3.25459
H 0.72989 5.92218 -2.00390
```

Calculated values
Net charge = -1
E = -93933.9707 eV
Kohn-Sham gap (alpha / beta) = 5.780 / 5.673 eV
HOMO level (alpha / beta) = -3.833 / -3.882 eV
Relative energy (zero: lowest compared OMol25 entry of this formula, charge and spin) = 0.0 kcal/mol
Expectation value of S² = 3.782
2S+1 = 4

Mulliken population analysis, charges in e, atoms 1 to 5: -0.18, -1.00, -1.27, 0.50, 0.77

(3)
Formula: C55H65BBiBrN7O4P2
Source: the OMol25 dataset
Level of theory: ωB97M-V/def2-TZVPD

Structure (XYZ):
```
136
C55H65BBiBrN7O4P2 ωB97M-V/def2-TZVPD
Bi -0.41949 -0.13371 0.75861
C -2.12373 2.57640 5.67959
C -1.72938 2.62290 4.24011
C -1.50892 3.72931 3.44731
C -1.16147 3.23232 2.18669
N -1.16923 1.89785 2.21223
N -1.51638 1.53276 3.47911
B -1.66281 0.04944 3.86258
N -2.65195 -0.65867 2.91328
N -2.50718 -0.77671 1.55544
C -3.63230 -1.34914 1.07863
C -4.48139 -1.60628 2.15025
C -3.84006 -1.15558 3.28402
C -4.35565 -1.17028 4.68460
C -4.00483 -1.58399 -0.37642
C -5.53718 -1.57315 -0.49326
C -3.44977 -0.46809 -1.25891
C -3.50845 -2.94789 -0.88089
N -0.28061 -0.65126 3.88752
N 0.49215 -0.91730 2.78274
C 1.63988 -1.47512 3.23048
C 1.58755 -1.55116 4.61703
C 0.36488 -1.03660 4.99452
C -0.19264 -0.93242 6.37580
C 2.84132 -1.88039 2.40841
C 3.65295 -0.61593 2.08583
C 2.44792 -2.60577 1.13098
C 3.71454 -2.83321 3.23548
C -0.86350 4.06964 0.96848
C -2.11389 4.88969 0.61628
C 0.29774 5.01759 1.28889
C -0.50155 3.18985 -0.22121
H -2.41012 3.57423 6.00506
H -1.29614 2.24426 6.30793
H -2.96385 1.90447 5.84963
H -1.59477 4.76033 3.74862
H -2.10982 -0.01799 4.96086
H -5.46369 -2.04330 2.11624
H -5.35809 -1.59315 4.68610
H -4.40370 -0.16722 5.10747
H -3.72549 -1.77814 5.33340
H -5.97184 -0.67880 -0.04376
H -5.98555 -2.45216 -0.02774
H -5.80618 -1.58878 -1.55052
H -3.80434 0.51090 -0.92088
H -3.78347 -0.61572 -2.28917
H -2.36165 -0.46847 -1.28306
H -3.69141 -3.73064 -0.14129
H -2.44624 -2.91957 -1.11228
H -4.04797 -3.21009 -1.79361
H 2.33248 -1.95723 5.27824
H 0.56209 -1.26082 7.08731
H -1.07211 -1.56770 6.49125
H -0.48271 0.08700 6.62296
H 3.10488 0.03797 1.40615
H 4.59457 -0.89785 1.60531
H 3.88712 -0.06192 2.99703
H 1.85625 -1.98828 0.45642
H 1.90042 -3.52150 1.36232
H 3.35275 -2.89079 0.59238
H 4.19742 -2.32338 4.07065
H 4.50182 -3.23842 2.59793
H 3.13030 -3.66784 3.62674
H -2.40457 5.54491 1.43845
H -2.95625 4.23071 0.39436
H -1.91910 5.50893 -0.26249
H 0.05569 5.68045 2.12059
H 0.51931 5.63784 0.41690
H 1.19727 4.45621 1.54896
H -0.35303 3.80598 -1.11244
H 0.42031 2.62652 -0.04067
H -1.30236 2.48441 -0.45272
Br -1.31179 -3.98583 4.48000
C -0.92967 -4.63753 2.73242
C -0.91019 -6.01298 2.54981
C -0.56843 -6.47899 1.29319
C -0.26032 -5.56520 0.29917
C -0.34636 -4.21390 0.59399
N -0.68537 -3.74657 1.79938
C 0.00473 -3.21979 -0.49300
O 0.71678 -3.58899 -1.40582
O -0.44067 -2.00504 -0.35585
H -1.14426 -6.67974 3.36613
H -0.52999 -7.54332 1.09970
H 0.04626 -5.86640 -0.69160
O 1.90913 0.28660 -0.70139
P 2.59837 0.91540 -1.87448
C 1.47490 1.65216 -3.10459
P -0.22546 0.99119 -3.15375
O -0.75360 0.64350 -1.80300
C -1.16353 2.31298 -3.93280
C -2.41245 2.61934 -3.39832
C -3.17081 3.64193 -3.95120
C -2.68378 4.35633 -5.03654
C -1.44079 4.04941 -5.57724
C -0.68014 3.02969 -5.02755
C -0.22897 -0.39770 -4.27967
C 0.46791 -1.54397 -3.89869
C 0.41575 -2.67742 -4.69219
C -0.33756 -2.67025 -5.85852
C -1.05214 -1.53915 -6.22932
C -1.00459 -0.40048 -5.43914
C 3.59743 -0.24674 -2.81249
C 4.41936 0.21298 -3.84225
C 5.16512 -0.68894 -4.58190
C 5.09247 -2.04868 -4.29446
C 4.27833 -2.50583 -3.27001
C 3.52846 -1.60374 -2.52655
C 3.74554 2.21875 -1.37681
C 4.87891 1.78117 -0.68270
C 5.79468 2.69407 -0.19065
C 5.59452 4.05449 -0.39565
C 4.48104 4.49626 -1.09094
C 3.55504 3.58235 -1.57752
H 1.91734 1.53090 -4.09500
H 1.37871 2.71822 -2.90085
H -2.77521 2.05602 -2.54668
H -4.14151 3.88115 -3.53661
H -3.27410 5.15590 -5.46552
H -1.06709 4.60382 -6.42802
H 0.28279 2.78660 -5.46301
H 1.00227 -1.57215 -2.95779
H 0.93487 -3.57256 -4.37792
H -0.38003 -3.55851 -6.47650
H -1.64907 -1.54479 -7.13212
H -1.55870 0.48370 -5.72751
H 4.49250 1.27526 -4.05110
H 5.80835 -0.33716 -5.37757
H 5.67409 -2.75162 -4.87693
H 4.22253 -3.56472 -3.05251
H 2.87462 -1.94700 -1.73823
H 5.04336 0.71973 -0.53861
H 6.66936 2.34829 0.34429
H 6.31532 4.76956 -0.02062
H 4.32779 5.55490 -1.25463
H 2.69320 3.95252 -2.11662
```

Calculated values
Net charge = +1
E = -171850.2994 eV
Kohn-Sham gap = 9.206 eV
HOMO level = -11.001 eV
Relative energy (zero: lowest compared OMol25 entry of this formula, charge and spin) = 0.0 kcal/mol

Mulliken population analysis, charges in e, atoms 1 to 5: 5.04, -1.32, 0.46, -1.07, -0.65